The following is a quantum chemistry calculation of 10 unconnected molecules or ions with the total composition C28H62Br16O8P2 at a distorted geometry, from the OMol25 dataset.

Values from the calculation:
Highest occupied orbital energy   -9.9 eV
Total energy   -1185683.883 eV
Max |F|   3.6 eV/A
Frontier orbital gap   9.967 eV
SMILES   CCOP(=O)(OCC)OCC.CCOP(=O)(OCC)OCC.BrCCBr.BrCCBr.BrCCBr.BrCCBr.BrCCBr.BrCCBr.BrCCBr.BrCCBr
LUMO   0.09 eV
M   1867.21 u

Each line ends with the Mulliken charge.
CARTESIAN COORDINATES (ANGSTROEM)
C 6.24 -0.38 -2.47  -0.877
C 6.33 0.02 -3.89  -0.344
O 5.47 -0.74 -4.79  0.181
P 5.99 -2.28 -5.21  0.468
O 7.43 -2.41 -5.29  -0.796
O 5.23 -3.32 -4.32  -0.239
C 3.79 -3.41 -4.23  0.376
C 3.51 -4.64 -3.33  -1.113
O 5.31 -2.30 -6.63  -0.346
C 6.07 -2.09 -7.89  -0.247
C 6.74 -0.71 -7.94  -0.941
H 5.18 -0.57 -1.97  0.053
H 6.63 -1.34 -2.26  0.343
H 6.78 0.50 -2.00  0.341
H 5.98 1.10 -4.07  0.286
H 7.37 0.05 -4.24  0.341
H 3.18 -2.51 -4.02  0.014
H 3.43 -3.81 -5.15  0.240
H 4.12 -4.68 -2.41  0.294
H 2.42 -4.62 -3.17  0.130
H 3.75 -5.65 -3.83  0.352
H 6.85 -2.86 -8.05  0.263
H 5.25 -2.13 -8.65  0.316
H 6.00 -0.05 -7.50  0.194
H 7.55 -0.69 -7.17  0.241
H 6.97 -0.48 -8.96  0.413
C 0.35 3.19 4.50  -0.992
C 0.68 1.73 4.05  -0.155
O -0.51 1.07 3.68  0.275
P -1.11 1.23 2.25  -0.374
O -1.47 2.58 1.88  -0.633
O -0.02 0.57 1.29  0.441
C 0.37 1.14 0.06  0.058
C 1.90 1.31 0.12  -1.230
O -2.41 0.34 2.23  0.034
C -2.34 -1.10 2.42  0.427
C -3.79 -1.66 2.18  -1.014
H -0.10 3.72 3.71  0.121
H -0.41 3.16 5.28  0.292
H 1.28 3.79 4.67  0.383
H 1.45 1.78 3.29  0.056
H 1.03 1.13 4.88  0.296
H 0.06 0.41 -0.63  0.133
H 0.01 2.11 -0.08  0.194
H 2.30 0.33 0.37  0.032
H 2.43 1.57 -0.86  0.316
H 2.12 2.03 0.84  0.401
H -1.75 -1.42 1.56  0.053
H -1.92 -1.42 3.37  -0.142
H -4.44 -1.38 2.98  0.339
H -3.99 -1.26 1.21  -0.071
H -3.67 -2.74 2.18  0.508
Br -2.55 7.44 3.76  -0.160
C -2.37 6.14 5.27  -0.105
C -1.74 6.85 6.45  -0.615
Br -1.86 5.61 8.08  -0.195
H -1.74 5.34 4.79  -0.208
H -3.33 5.65 5.47  0.453
H -2.28 7.73 6.67  0.437
H -0.71 7.02 6.23  0.412
Br 0.19 -2.73 -4.21  -0.133
C -0.73 -4.12 -3.15  -0.548
C -0.40 -3.89 -1.68  -0.282
Br -0.42 -5.54 -0.65  -0.156
H -0.26 -5.09 -3.50  0.425
H -1.80 -4.01 -3.39  0.388
H -1.11 -3.24 -1.10  0.253
H 0.61 -3.48 -1.57  0.106
Br -1.20 7.16 -0.21  -0.173
C -1.80 5.36 0.42  0.092
C -3.12 5.00 -0.07  -0.093
Br -3.19 4.59 -1.99  -0.180
H -1.87 5.46 1.48  0.014
H -1.04 4.66 0.23  0.009
H -3.89 5.73 0.14  0.454
H -3.37 4.07 0.40  -0.054
Br -1.34 2.99 -4.83  -0.130
C -0.18 1.51 -4.91  -0.435
C 1.07 1.71 -4.03  -0.016
Br 2.55 0.52 -4.40  -0.097
H 0.18 1.56 -5.98  0.375
H -0.73 0.59 -4.74  0.156
H 0.84 1.60 -3.01  -0.259
H 1.42 2.71 -4.32  0.388
Br -6.99 -2.89 3.00  -0.119
C -8.76 -3.21 2.29  -0.436
C -9.37 -1.90 1.95  -0.635
Br -11.26 -2.18 1.37  -0.169
H -9.40 -3.63 3.12  0.312
H -8.62 -3.90 1.44  0.371
H -8.93 -1.39 1.11  0.359
H -9.45 -1.24 2.84  0.365
Br 3.38 -3.16 -0.25  -0.106
C 2.65 -2.62 1.49  0.016
C 1.79 -3.75 2.07  -0.157
Br 1.09 -3.36 3.76  -0.132
H 1.91 -1.79 1.32  -0.292
H 3.54 -2.34 2.13  0.384
H 2.41 -4.65 2.12  0.379
H 0.94 -3.93 1.40  -0.116
Br -2.20 -2.58 5.96  -0.137
C -0.77 -1.61 6.88  -0.403
C -1.16 -0.15 7.07  -0.242
Br 0.34 0.91 7.74  -0.172
H 0.19 -1.59 6.31  0.186
H -0.49 -2.17 7.80  0.378
H -2.05 0.02 7.71  0.431
H -1.38 0.22 6.09  -0.001
Br -2.16 -0.21 -2.18  -0.179
C -3.16 0.90 -0.93  1.515
C -4.62 0.59 -0.77  -0.710
Br -5.22 1.42 0.93  -0.191
H -2.96 1.92 -1.25  -0.275
H -2.71 0.83 0.02  -0.915
H -4.73 -0.50 -0.59  0.409
H -5.28 0.89 -1.57  0.466


The following is a quantum chemistry calculation of 2 unconnected molecules or ions with the total composition C4H9N4 at a distorted geometry, from the OMol25 dataset.

Values from the calculation:
Relative energy (zero: lowest compared OMol25 entry of this formula, charge and spin)   95.1 kcal/mol
Highest occupied orbital energy   -13.3 eV
Total energy   -10243.873 eV
Max |F|   4.0 eV/A
Frontier orbital gap   9.818 eV
Total charge   +1
LUMO   -3.50 eV
M   113.14 u

Each line ends with the Mulliken charge.
CARTESIAN COORDINATES (ANGSTROEM)
C 4.52 0.01 0.63  -0.022
C -2.81 -0.06 0.70  -1.169
C -0.65 -0.89 -0.73  -0.473
C -1.40 0.05 0.38  0.667
N 0.52 1.04 0.20  -0.094
N -0.65 1.01 0.67  -0.373
N 3.43 -0.22 0.33  -0.358
N 0.47 -0.10 -1.06  -0.123
H 1.48 -0.35 -0.89  0.403
H -3.31 0.59 1.44  0.341
H -3.54 -0.09 -0.16  0.288
H -2.91 -1.03 1.28  0.314
H -0.42 -1.90 -0.32  0.307
H -1.40 -0.91 -1.60  0.327
H 5.33 0.53 1.00  0.313
H 1.01 1.92 0.05  0.283
H 0.34 0.41 -1.91  0.369


The following is a quantum chemistry calculation of C7H6 in the gas phase at a distorted geometry, from the OMol25 dataset.

Values from the calculation:
Relative energy (zero: lowest compared OMol25 entry of this formula, charge and spin)   59.8 kcal/mol
Highest occupied orbital energy (alpha / beta)   -7.4 / -9.0 eV
Spin multiplicity   3
Total energy   -7346.254 eV
Max |F|   3.7 eV/A
Frontier orbital gap (alpha / beta)   7.304 / 7.363 eV
LUMO (alpha / beta)   -0.05 / -1.62 eV
M   90.12 u

Each line ends with the Mulliken charge.
CARTESIAN COORDINATES (ANGSTROEM)
C -0.12 -1.60 0.15  -0.553
C -1.26 -0.99 0.36  0.047
C -1.62 0.30 0.43  0.094
C -1.08 0.46 -1.32  -0.506
C 0.88 -0.61 -0.47  -0.697
C -0.44 1.17 0.80  -0.487
C 0.20 0.77 -0.57  0.007
H 0.18 -2.59 0.41  0.428
H 1.77 -0.58 0.18  0.332
H 1.19 -0.93 -1.47  0.335
H -0.68 2.23 0.82  0.263
H 0.11 0.87 1.69  0.287
H 0.86 1.51 -1.03  0.449


The following is a quantum chemistry calculation of a molecular structure, C38H44LuN6O7PS at a distorted geometry, from the OMol25 dataset.

Values from the calculation:
Relative energy (zero: lowest compared OMol25 entry of this formula, charge and spin)   0.0 kcal/mol
Highest occupied orbital energy   -0.9 eV
Total energy   -117140.060 eV
Max |F|   2.8 eV/A
Frontier orbital gap   4.082 eV
Total charge   -2
LUMO   3.22 eV
M   934.81 u

Each line ends with the Mulliken charge.
CARTESIAN COORDINATES (ANGSTROEM)
Lu -1.15 -0.22 0.63  0.879
C 1.61 -2.83 1.28  0.513
C 2.40 -1.79 1.85  0.393
C 2.86 -0.97 0.80  1.049
C 2.35 -1.49 -0.41  0.425
C 1.60 -2.66 -0.12  0.361
C 1.09 -3.67 -1.11  -1.062
C 2.63 -0.90 -1.77  -1.708
C 3.81 0.19 0.94  -1.261
C 2.75 -1.61 3.30  -1.401
C 1.11 -4.05 2.01  -1.428
H 0.74 -3.20 -2.04  0.127
H 0.25 -4.25 -0.71  0.159
H 1.87 -4.39 -1.39  0.291
H 2.29 0.14 -1.84  0.052
H 2.13 -1.48 -2.56  0.355
H 3.71 -0.89 -2.01  0.471
H 3.30 1.16 0.91  -0.168
H 4.55 0.20 0.12  0.350
H 4.36 0.14 1.89  0.380
H 3.84 -1.65 3.47  0.375
H 2.31 -2.41 3.92  0.381
H 2.41 -0.65 3.70  -0.069
H 0.22 -4.48 1.54  0.265
H 0.85 -3.83 3.05  0.210
H 1.87 -4.86 2.04  0.254
O -4.44 -1.33 1.43  -0.748
S -3.73 -0.09 1.45  1.024
O -4.51 1.04 1.95  -0.732
O -3.16 0.25 0.09  -0.449
O -2.45 -0.22 2.30  -0.424
N -3.61 3.38 0.31  -0.846
N -2.32 3.02 0.82  0.342
H -4.31 3.05 0.97  0.347
H -3.75 2.79 -0.50  0.319
H -2.41 2.20 1.43  -0.382
H -2.00 3.77 1.40  0.233
N 0.04 -1.29 -10.44  -0.560
C -0.07 -0.96 -9.35  0.101
C -0.20 -0.55 -7.97  0.443
C -0.27 0.80 -7.65  -1.015
C -0.40 1.20 -6.33  -0.496
C -0.47 0.26 -5.31  1.255
C -0.41 -1.09 -5.63  -0.342
C -0.27 -1.49 -6.94  -1.042
N -0.62 0.68 -3.98  0.458
C -0.93 1.97 -3.53  -0.289
C -1.03 1.88 -2.18  -1.529
N -0.80 0.57 -1.80  0.407
C -0.57 -0.11 -2.87  -0.543
H -0.22 1.54 -8.44  0.416
H -0.45 2.26 -6.10  0.356
H -0.48 -1.84 -4.85  0.519
H -0.22 -2.54 -7.19  0.431
H -1.04 2.82 -4.18  0.335
H -1.24 2.64 -1.44  0.538
H -0.28 -1.16 -2.87  0.018
N -3.96 -7.32 -1.34  -0.672
C -3.51 -6.29 -1.06  -0.195
C -2.94 -5.01 -0.71  0.558
C -2.70 -4.05 -1.70  -0.766
C -2.13 -2.84 -1.34  -0.295
C -1.75 -2.50 -0.03  0.509
C -2.07 -3.48 0.92  -0.403
C -2.63 -4.70 0.61  -0.535
H -2.96 -4.27 -2.73  0.406
H -2.01 -2.11 -2.14  0.546
H -1.86 -3.28 1.97  0.338
H -2.84 -5.43 1.39  0.425
C 0.43 1.56 0.71  0.290
C 1.12 2.56 0.72  -0.417
C 1.93 3.74 0.73  -0.010
C 2.62 4.13 1.89  0.044
C 3.42 5.26 1.90  -0.708
C 3.56 6.04 0.76  -0.358
C 2.88 5.67 -0.40  -0.668
C 2.08 4.54 -0.42  -0.281
H 2.51 3.50 2.77  0.498
H 3.94 5.54 2.81  0.387
H 4.19 6.92 0.77  0.353
H 2.99 6.27 -1.30  0.359
H 1.56 4.25 -1.32  0.517
C -0.90 -1.28 5.01  -0.450
O -0.74 0.15 5.09  -0.435
P -0.31 0.92 3.69  0.234
O -1.19 2.27 3.94  -0.210
C -2.55 2.28 4.37  -0.722
O 1.12 1.57 4.11  0.053
C 1.25 2.44 5.22  -0.923
H -1.36 -1.60 5.95  0.294
H 0.06 -1.78 4.90  0.157
H -1.55 -1.57 4.18  0.149
H -2.91 3.29 4.24  0.219
H -2.61 2.00 5.43  0.283
H -3.17 1.61 3.79  0.301
H 2.30 2.48 5.48  0.239
H 0.68 2.09 6.08  0.315
H 0.91 3.45 4.96  0.238